No. 1
Entry from the OMol25 dataset: an isolated ion of composition C8H11N5 and charge +2 at a distorted geometry (wB97M-V/def2-TZVPD).

Output
- ΔE to the lowest compared entry with this formula, charge and spin (kJ/mol) = 313.2
- E_tot (eV) = -15904.3828
- strongest force on any atom (eV/A) = 5.79
- orbital gap (eV) = 9.19
- structure (SMILES) = C1=CN2C=[NH+]CC3=NC[NH2+][C@]32N=C1

Structure (ORCA input):
```
! wB97M-V def2-TZVPD RIJCOSX def2/J DEFGRID3
* xyz 2 1
C 2.75 -0.04 0.16
C 1.99 0.72 -0.63
N 0.57 0.79 -0.47
C 0.06 2.04 -0.28
N -1.02 2.21 0.47
C -1.82 1.14 1.10
C -1.52 -0.13 0.44
N -2.26 -1.13 0.29
C -1.60 -2.26 -0.36
N -0.27 -1.54 -0.92
C -0.16 -0.32 -0.05
N 0.79 -0.75 1.41
C 2.01 -0.63 1.28
H 3.92 -0.19 0.00
H 2.43 1.35 -1.43
H 0.61 2.97 -0.39
H -1.43 3.19 0.57
H -2.89 1.32 1.21
H -1.33 1.21 2.15
H -1.10 -2.89 0.32
H -2.21 -2.73 -1.02
H 0.56 -2.14 -1.13
H -0.33 -1.13 -1.85
H 2.50 -0.75 2.30
*
```

***

No. 2
Entry from the OMol25 dataset: a 2-piece molecular cluster, C3H8O2 overall at a distorted geometry (wB97M-V/def2-TZVPD).

Output
- ΔE to the lowest compared entry with this formula, charge and spin (kJ/mol) = 268.8
- E_tot (eV) = -7333.2642
- strongest force on any atom (eV/A) = 6.37
- orbital gap (eV) = 8.69
- structure (SMILES) = C=CO.CO

Structure (ORCA input):
```
! wB97M-V def2-TZVPD RIJCOSX def2/J DEFGRID3
* xyz 0 1
C 2.94 -0.79 1.09
C 1.57 -0.97 0.64
O 1.28 -0.47 -0.52
H 3.30 -1.33 1.97
H 3.74 -0.14 0.74
H 0.75 -1.36 1.25
H 0.43 -0.10 -0.69
C -2.58 0.77 -0.47
O -1.34 1.17 -1.07
H -2.60 1.45 0.49
H -3.41 1.03 -1.20
H -2.62 -0.34 -0.19
H -1.46 1.07 -2.04
*
```

***

No. 3
Entry from the OMol25 dataset: an isolated molecule of C5H8O2 (wB97M-V/def2-TZVPD).

Output
- ΔE to the lowest compared entry with this formula, charge and spin (kJ/mol) = 218.4
- E_tot (eV) = -9407.5688
- strongest force on any atom (eV/A) = 0.46
- orbital gap (eV) = 10.23
- structure (SMILES) = C1CO[C@@H]2C[C@@H]2O1

Structure (ORCA input):
```
! wB97M-V def2-TZVPD RIJCOSX def2/J DEFGRID3
* xyz 0 1
C -1.39 -0.14 -0.80
C -1.24 -0.65 0.63
O 0.06 -1.17 0.90
C 1.16 -0.51 0.31
C 1.41 0.95 0.59
C 0.93 0.50 -0.78
O -0.39 0.79 -1.18
H -1.43 -1.00 -1.50
H -2.35 0.38 -0.86
H -1.51 0.14 1.35
H -1.95 -1.47 0.76
H 1.99 -1.21 0.28
H 0.67 1.44 1.20
H 2.43 1.34 0.74
H 1.62 0.60 -1.63
*
```

***

> Which formula does entry 2 have?

C3H8O2

***

> Among the records above, which one has the lowest E_tot?

C8H11N5

***

> Number 3 is which compound?

C5H8O2

***

> orbital gap of number 1 (C8H11N5)?

9.19 eV